Record 1
Formula: C12H6F36Li3N6O27S12
Source: OMol25
Level of theory: wB97M-V/def2-TZVPD

Positions of all 102 atoms, in Å:
C: 5.714 -0.217 -3.067
S: -3.883 -3.354 -2.558
F: -1.706 -0.477 -2.545
C: 2.000 1.709 -5.884
F: -3.105 -4.980 -6.426
F: 2.528 -0.137 4.915
Li: -0.333 5.328 -3.353
O: 0.008 2.747 -2.742
F: -1.648 1.045 -4.093
H: 1.775 1.913 2.280
F: 1.008 1.288 5.421
F: -3.925 -5.203 -0.617
F: -3.725 -2.174 4.311
S: 5.582 0.893 0.984
Li: 2.561 1.454 -1.643
O: -1.042 2.332 -0.563
H: 1.524 3.343 2.709
F: -4.388 2.326 0.418
Li: 1.406 -0.514 -3.080
C: -2.827 -2.541 3.434
O: 0.157 -0.708 7.315
H: 2.593 -2.604 3.116
F: -3.203 -5.990 -4.500
C: -9.059 3.073 3.163
S: -1.158 -2.661 4.435
F: 5.749 0.115 3.500
N: 5.657 2.489 1.815
F: 2.147 0.601 -6.530
O: -1.262 -3.880 5.218
O: 2.244 3.245 -0.919
O: 6.839 0.221 0.496
O: -2.470 -3.760 -2.868
S: -4.872 -3.858 -4.780
H: 4.090 -2.815 3.190
C: 1.197 0.113 4.886
F: 2.244 2.768 -6.705
C: -4.001 -3.880 -0.714
O: -6.744 -0.572 1.278
O: -5.039 0.215 2.852
F: 0.743 1.789 -5.387
F: -3.181 -3.777 2.914
C: -4.741 1.059 0.334
S: 7.067 2.937 1.324
O: 7.200 2.945 -0.176
F: 8.079 5.416 1.289
O: -4.146 -1.922 -2.526
F: -3.035 -3.324 -0.023
O: 1.221 -2.439 5.840
O: 2.227 2.722 2.519
F: 0.903 -2.581 -0.525
O: -0.863 -0.373 0.289
F: 6.739 -0.553 -3.788
N: 0.810 0.492 -1.585
O: 1.120 0.928 0.929
F: -9.463 3.322 4.348
F: -3.112 1.234 -2.271
F: 6.018 5.364 1.278
O: 8.215 2.440 2.117
N: -5.050 -4.181 -3.096
F: 3.648 0.358 2.717
S: 3.221 1.821 -4.375
N: -1.298 -1.309 5.320
N: 2.963 0.617 -3.421
C: 4.903 -0.037 2.438
H: 2.268 3.940 -1.577
F: 0.815 0.083 3.589
H: 2.166 3.707 -0.085
N: -6.881 1.961 1.881
F: 5.763 1.053 -2.788
F: 4.922 -1.349 2.127
F: -2.589 -1.713 2.452
F: -3.629 0.323 0.439
F: -8.464 4.200 2.792
S: -7.695 1.576 3.215
F: 6.960 4.784 3.064
S: 0.494 0.074 -0.071
F: -5.185 -3.460 -0.232
C: -1.895 0.827 -2.726
O: 4.474 0.922 0.031
C: -3.938 -5.384 -5.460
O: 3.791 -1.906 -3.365
O: -6.197 -3.848 -5.445
F: -10.139 2.776 2.393
C: 1.559 -1.534 0.076
F: 1.809 -1.692 1.328
O: -6.881 1.721 4.438
F: -4.829 -6.199 -6.012
F: 5.687 -0.878 -1.885
C: 7.071 4.763 1.791
S: 0.339 -1.248 5.955
O: 4.596 1.860 -4.921
O: -4.098 -2.800 -5.289
O: 2.742 3.017 -3.705
S: -0.490 1.743 -1.785
S: -5.929 0.514 1.719
S: 4.127 -0.653 -3.987
F: -5.407 0.829 -0.748
O: 3.256 -3.231 3.407
F: 2.781 -1.477 -0.492
O: -8.468 0.316 3.131
O: 4.335 -0.740 -5.399
O: -0.062 -2.711 3.513

HOMO energy: -2.64 eV
max |F|: 7.06 eV Å⁻¹
Kohn-Sham gap: 0.11464 Ha
energy above the lowest of the compared OMol25 structures with the same formula, charge and spin: 47.2 kJ/mol
charge: -3
E: -305224.061 eV

Record 2
Formula: C12H6IrN5OS3
Source: OMol25
Level of theory: wB97M-V/def2-TZVPD

Positions of all 28 atoms, in Å:
S: -1.155 3.574 -1.884
C: 2.043 1.810 -0.614
S: -0.718 0.441 3.657
C: -1.064 -1.774 0.571
C: 2.227 3.051 0.045
S: -1.921 -2.458 2.927
H: -0.302 -0.995 -1.275
C: -0.805 -1.822 -0.794
C: 2.955 4.116 -0.524
C: -1.725 -2.819 1.225
N: -1.084 1.846 0.286
H: -1.035 -3.014 -2.546
O: 1.344 0.868 -0.108
H: 2.364 0.751 -2.303
N: 0.950 2.998 2.256
H: 3.121 2.313 -2.277
C: -2.137 -3.946 0.524
H: -2.186 -4.861 -1.400
H: -2.649 -4.759 1.022
C: -1.218 -2.945 -1.482
C: -1.121 -0.963 2.679
C: -1.094 2.605 -0.623
Ir: 0.124 1.053 1.592
N: 2.624 1.580 -1.800
C: 1.544 3.118 1.254
C: -1.874 -3.995 -0.831
N: 3.534 4.982 -1.017
N: -0.743 -0.754 1.441

HOMO energy: -8.49 eV
max |F|: 0.90 eV Å⁻¹
Kohn-Sham gap: 0.25481 Ha
energy above the lowest of the compared OMol25 structures with the same formula, charge and spin: 0.0 kJ/mol
charge: 0
E: -57383.736 eV

Record 3
Formula: C12H6MnN2O5
Source: OMol25
Level of theory: wB97M-V/def2-TZVPD

Positions of all 26 atoms, in Å:
C: -0.022 -0.253 2.448
O: -2.336 -2.259 -2.063
C: 1.014 -1.892 -1.862
C: 0.048 0.592 3.500
C: 0.213 1.715 0.817
H: 0.280 2.100 -0.223
C: 0.034 0.042 -6.522
C: 0.061 0.354 1.172
O: 2.387 1.030 -1.739
O: -0.053 -0.580 -7.470
N: -0.065 -0.732 0.311
H: -0.281 -2.400 2.960
O: 1.779 -2.731 -2.080
H: -0.020 0.068 4.425
N: -0.188 -1.642 2.256
H: 0.383 3.639 1.811
C: -1.256 0.759 -1.527
C: 0.273 2.545 1.942
H: -0.323 -2.828 0.310
Mn: -0.055 -0.555 -1.558
H: 0.241 2.604 4.088
C: -0.212 -1.902 0.948
C: 1.397 0.477 -1.488
C: 0.192 1.961 3.207
C: -1.394 -1.622 -1.854
O: -2.097 1.509 -1.808

HOMO energy (alpha / beta): -19.87 / -19.86 eV
max |F|: 10.64 eV Å⁻¹
Kohn-Sham gap (alpha / beta): 0.27636 / 0.15349 Ha
energy above the lowest of the compared OMol25 structures with the same formula, charge and spin: 175.1 kJ/mol
charge: +3
E: -57041.806 eV
2S+1: 5

Record 4
Formula: C12H7BrCrFO4
Source: OMol25
Level of theory: wB97M-V/def2-TZVPD

Positions of all 26 atoms, in Å:
C: -3.062 1.073 -1.267
C: -1.551 1.806 0.501
O: -3.689 0.229 -1.988
C: 4.004 -1.482 1.462
H: 0.751 -0.676 1.928
Cr: -3.331 -1.692 -2.515
C: 1.602 -1.238 1.562
H: 5.003 -1.269 1.819
C: -3.133 2.585 -1.749
H: -2.195 4.505 -1.623
F: 4.925 -2.885 -0.182
H: 2.537 -3.277 -1.002
Br: -2.321 -2.935 -0.600
H: 2.998 -0.199 2.821
O: -0.942 1.459 1.524
C: -2.257 3.538 -1.154
O: -3.936 2.852 -2.642
C: 2.874 -0.927 2.028
H: 0.487 -2.202 0.030
H: -2.291 -0.225 0.161
C: 2.597 -2.636 -0.132
C: -1.432 3.184 -0.090
C: 3.836 -2.300 0.364
O: -0.619 4.006 0.392
C: -2.318 0.817 -0.129
C: 1.464 -2.108 0.483

HOMO energy (alpha / beta): -3.66 / -3.67 eV
max |F|: 4.17 eV Å⁻¹
Kohn-Sham gap (alpha / beta): 0.14319 / 0.14505 Ha
charge: -1
E: -121929.101 eV
2S+1: 5

Record 5
Formula: C12H7BrN2NbO5Se2Te2
Source: OMol25
Level of theory: wB97M-V/def2-TZVPD

Positions of all 32 atoms, in Å:
C: 2.839 1.739 -1.579
Te: -2.049 -0.144 -4.426
H: 1.064 -3.083 2.397
Br: 1.550 0.170 -3.530
N: -1.092 -1.223 0.573
Nb: -1.457 -0.466 -1.585
C: -2.006 -0.880 1.526
C: -3.057 -0.040 0.940
C: 1.650 1.052 -1.851
Se: -1.558 1.797 -3.078
O: 4.125 2.996 -0.123
C: 0.214 -2.451 2.142
H: 1.866 3.047 1.434
C: -1.732 -1.145 2.859
C: 0.788 -2.144 -0.349
H: 3.710 1.742 -2.227
N: 0.596 1.086 -1.015
O: -2.622 0.374 -0.344
O: 1.844 -2.695 -0.488
C: 2.934 2.450 -0.374
H: -2.327 -0.712 3.634
Te: -4.288 -1.281 -2.889
Se: -2.565 -2.730 -1.857
O: 0.124 -1.623 -1.461
H: 4.171 3.362 0.770
C: -0.632 -1.951 3.161
O: -4.054 0.437 1.387
C: 0.043 -1.915 0.866
H: -0.197 1.949 0.725
H: -0.383 -2.093 4.208
C: 0.675 1.855 0.074
C: 1.827 2.518 0.483

HOMO energy (alpha / beta): -10.86 / -10.86 eV
max |F|: 3.63 eV Å⁻¹
Kohn-Sham gap (alpha / beta): 0.21735 / 0.21737 Ha
energy above the lowest of the compared OMol25 structures with the same formula, charge and spin: 0.0 kJ/mol
charge: +1
E: -242644.724 eV

Record 6
Formula: C12H7Cl3F3NO5S
Source: OMol25
Level of theory: wB97M-V/def2-TZVPD

Positions of all 32 atoms, in Å:
H: -1.057 -5.282 2.574
O: -2.397 -4.916 0.072
Cl: 2.670 6.608 0.092
H: 2.344 -0.325 -1.144
N: 2.010 -0.646 -0.237
O: 1.445 -4.591 2.939
C: 0.192 -2.354 0.071
H: 2.170 0.043 0.495
C: -1.538 -4.216 0.535
F: -2.016 3.086 -0.290
C: 1.223 -3.378 0.670
S: -0.087 1.575 -1.408
F: 0.090 3.635 0.341
Cl: 0.086 7.908 -0.188
H: 1.482 -3.753 3.444
C: -0.659 -4.646 1.752
C: -0.444 -0.141 -0.875
C: 0.630 -1.016 -0.359
F: -0.888 1.838 1.110
H: -2.614 0.144 -1.355
O: -0.884 1.829 -2.597
H: 0.670 5.703 -0.737
C: -1.223 -2.775 -0.008
C: 1.164 6.664 -0.832
O: 1.334 1.842 -1.542
C: 0.637 -4.251 1.842
H: -3.315 -2.206 -0.575
O: 2.338 -3.520 0.259
C: -2.247 -1.892 -0.532
Cl: 1.494 6.952 -2.543
C: -1.841 -0.566 -0.966
C: -0.767 2.646 -0.007

HOMO energy: -10.06 eV
max |F|: 2.79 eV Å⁻¹
SMILES: Nc1c(S(=O)(=O)C(F)(F)F)ccc2c1C(=O)C(O)=CC2=O.ClC(Cl)Cl
Kohn-Sham gap: 0.31373 Ha
charge: 0
E: -80836.518 eV

> What is the formula in the second record?

C12H6IrN5OS3

Repeat the sixth record exactly.
Formula: C12H7Cl3F3NO5S
Source: OMol25
Level of theory: wB97M-V/def2-TZVPD

Positions of all 32 atoms, in Å:
H: -1.057 -5.282 2.574
O: -2.397 -4.916 0.072
Cl: 2.670 6.608 0.092
H: 2.344 -0.325 -1.144
N: 2.010 -0.646 -0.237
O: 1.445 -4.591 2.939
C: 0.192 -2.354 0.071
H: 2.170 0.043 0.495
C: -1.538 -4.216 0.535
F: -2.016 3.086 -0.290
C: 1.223 -3.378 0.670
S: -0.087 1.575 -1.408
F: 0.090 3.635 0.341
Cl: 0.086 7.908 -0.188
H: 1.482 -3.753 3.444
C: -0.659 -4.646 1.752
C: -0.444 -0.141 -0.875
C: 0.630 -1.016 -0.359
F: -0.888 1.838 1.110
H: -2.614 0.144 -1.355
O: -0.884 1.829 -2.597
H: 0.670 5.703 -0.737
C: -1.223 -2.775 -0.008
C: 1.164 6.664 -0.832
O: 1.334 1.842 -1.542
C: 0.637 -4.251 1.842
H: -3.315 -2.206 -0.575
O: 2.338 -3.520 0.259
C: -2.247 -1.892 -0.532
Cl: 1.494 6.952 -2.543
C: -1.841 -0.566 -0.966
C: -0.767 2.646 -0.007

HOMO energy: -10.06 eV
max |F|: 2.79 eV Å⁻¹
SMILES: Nc1c(S(=O)(=O)C(F)(F)F)ccc2c1C(=O)C(O)=CC2=O.ClC(Cl)Cl
Kohn-Sham gap: 0.31373 Ha
charge: 0
E: -80836.518 eV

Copy entry 5 word for word.
Formula: C12H7BrN2NbO5Se2Te2
Source: OMol25
Level of theory: wB97M-V/def2-TZVPD

Positions of all 32 atoms, in Å:
C: 2.839 1.739 -1.579
Te: -2.049 -0.144 -4.426
H: 1.064 -3.083 2.397
Br: 1.550 0.170 -3.530
N: -1.092 -1.223 0.573
Nb: -1.457 -0.466 -1.585
C: -2.006 -0.880 1.526
C: -3.057 -0.040 0.940
C: 1.650 1.052 -1.851
Se: -1.558 1.797 -3.078
O: 4.125 2.996 -0.123
C: 0.214 -2.451 2.142
H: 1.866 3.047 1.434
C: -1.732 -1.145 2.859
C: 0.788 -2.144 -0.349
H: 3.710 1.742 -2.227
N: 0.596 1.086 -1.015
O: -2.622 0.374 -0.344
O: 1.844 -2.695 -0.488
C: 2.934 2.450 -0.374
H: -2.327 -0.712 3.634
Te: -4.288 -1.281 -2.889
Se: -2.565 -2.730 -1.857
O: 0.124 -1.623 -1.461
H: 4.171 3.362 0.770
C: -0.632 -1.951 3.161
O: -4.054 0.437 1.387
C: 0.043 -1.915 0.866
H: -0.197 1.949 0.725
H: -0.383 -2.093 4.208
C: 0.675 1.855 0.074
C: 1.827 2.518 0.483

HOMO energy (alpha / beta): -10.86 / -10.86 eV
max |F|: 3.63 eV Å⁻¹
Kohn-Sham gap (alpha / beta): 0.21735 / 0.21737 Ha
energy above the lowest of the compared OMol25 structures with the same formula, charge and spin: 0.0 kJ/mol
charge: +1
E: -242644.724 eV